Entry 1:
{
  "formula": "C6H10O2S",
  "method": "ωB97M-V with the def2-TZVPD basis set",
  "elements": ["C", "C", "C", "C", "C", "C", "O", "O", "S", "H", "H", "H", "H", "H", "H", "H", "H", "H", "H"],
  "coordinates": [[-2.813858, 0.911845, -0.480123], [-1.592477, 0.334115, 0.025772], [-0.533230, 1.099934, 0.103460], [-1.684401, -1.183694, 0.251326], [1.995917, -1.203483, -0.237139], [1.837201, 0.080540, 0.550655], [-3.903437, 0.423168, -0.480822], [-0.327558, 2.374624, 0.233882], [2.883644, 1.459106, 0.086397], [-2.679396, 1.857821, -0.931775], [-2.747781, -1.544245, 0.167165], [-1.156969, -1.636614, -0.582825], [-1.429161, -1.507055, 1.306201], [1.518556, -2.063753, 0.319305], [3.135517, -1.586443, -0.274360], [1.746637, -1.092121, -1.305049], [1.602100, -0.127423, 1.634505], [0.633943, 2.562015, 0.397578], [3.514750, 0.841666, -0.784151]],
  "forces_ev_per_a": [[0.2, 0.5, 0.2], [-1.2, -1.8, 0.1], [3.0, -1.4, 1.4], [-0.8, 0.0, 0.8], [2.2, -1.2, 0.5], [-1.2, -0.4, 0.3], [-1.3, -1.0, 0.1], [0.6, 1.0, -0.2], [-2.3, 1.0, 3.2], [0.2, 1.7, -0.6], [0.9, 0.8, -0.2], [0.4, -0.6, 0.5], [0.5, 0.3, -1.4], [0.0, 1.1, -1.1], [-2.1, 1.1, 0.2], [-0.4, -0.3, 0.5], [0.6, 0.9, -1.2], [-0.9, -0.2, -0.6], [1.6, -1.6, -2.6]],
  "e_above_lowest_kcal_mol": 100.44,
  "total_charge": 0,
  "orbital_gap_ev": [8.1, 8.1],
  "total_energy_ev": -21309.138,
  "homo_energy_ev": [-8.22, -8.08]
}


Entry 2:
{
  "formula": "C6H10O2S2",
  "method": "ωB97M-V with the def2-TZVPD basis set",
  "elements": ["C", "C", "C", "C", "C", "C", "O", "O", "S", "S", "H", "H", "H", "H", "H", "H", "H", "H", "H", "H"],
  "coordinates": [[0.550130, 0.132630, -0.691096], [0.911860, -0.188618, 0.697004], [-0.960112, 0.203758, -0.984125], [-2.416870, -0.166308, 0.867507], [1.141129, 1.506362, -1.061606], [1.426604, -1.498202, 1.093933], [-1.206923, 2.213542, 0.924110], [-1.333657, -2.413864, -0.070236], [-2.016082, 1.350688, 0.052523], [-2.081729, -1.229360, -0.503893], [0.944743, -0.650628, -1.354045], [0.827080, 0.596010, 1.434946], [-1.101482, 0.418322, -2.044520], [-3.278236, -0.287940, 1.499188], [0.758746, 2.258166, -0.376365], [0.861888, 1.783946, -2.074898], [2.225899, 1.480634, -0.993851], [2.512106, -1.531768, 0.937107], [0.986421, -2.295602, 0.497758], [1.248485, -1.681768, 2.150564]],
  "forces_ev_per_a": [[-0.2, 0.3, -0.1], [-0.9, 0.0, 0.6], [-0.7, -0.1, -0.3], [0.0, 0.2, -1.0], [-0.1, -0.2, -0.2], [0.3, -0.3, 0.0], [0.2, 0.6, 0.2], [0.2, -0.7, -0.1], [0.4, -0.6, 0.1], [0.5, 0.6, 0.2], [-0.1, 0.1, 0.0], [0.1, 0.2, 0.0], [0.0, 0.1, 0.0], [0.0, -0.1, 0.5], [0.0, 0.1, 0.0], [0.0, 0.1, -0.2], [0.1, 0.0, 0.0], [0.2, -0.1, 0.0], [0.0, -0.1, 0.1], [0.0, -0.1, 0.1]],
  "e_above_lowest_kcal_mol": 129.35,
  "total_charge": 0,
  "orbital_gap_ev": [9.3, 5.4],
  "total_energy_ev": -32143.975,
  "homo_energy_ev": [-9.03, -7.65]
}


Entry 3:
{
  "formula": "C6H10O3",
  "method": "ωB97M-V with the def2-TZVPD basis set",
  "elements": ["C", "C", "C", "C", "C", "C", "H", "H", "H", "H", "H", "H", "H", "H", "H", "H", "O", "O", "O"],
  "coordinates": [[2.226163, -0.852264, 0.469628], [0.329884, 0.135537, -0.374601], [0.645555, 1.597787, -0.573963], [-0.730025, 1.129589, -0.132222], [-1.549282, 0.582584, 1.001924], [-1.403546, -1.230330, -0.613270], [2.605716, -1.355357, 1.372694], [2.923793, -0.101813, 0.081133], [2.193154, -1.645239, -0.318868], [1.374771, 1.972073, 0.155774], [0.643436, 2.133218, -1.503698], [-1.307399, 1.249067, -1.036652], [-2.521863, 1.030131, 1.045063], [-1.064770, 0.608359, 1.984107], [-1.439410, -2.312535, -0.587632], [-2.144255, -0.831562, -1.296770], [0.949606, -0.346679, 0.774580], [-1.637973, -0.830340, 0.702950], [-0.093562, -0.932232, -1.150168]],
  "forces_ev_per_a": [[0.5, -1.4, -0.4], [0.3, 0.1, -0.5], [0.8, 0.1, 0.9], [-0.1, 0.1, 0.2], [1.0, 0.0, 0.3], [-0.1, -0.8, 0.1], [0.0, 0.5, -0.3], [-0.1, 0.2, 0.4], [-0.3, 0.5, 0.5], [-0.3, -0.2, -0.3], [0.0, -0.1, -0.3], [-0.5, -0.3, 0.0], [-0.7, 0.1, 0.1], [-0.1, 0.3, -0.3], [-0.2, -0.1, -0.1], [-0.2, 0.2, -0.2], [0.2, 0.3, 0.2], [-0.4, -0.2, 0.0], [0.2, 0.6, -0.2]],
  "e_above_lowest_kcal_mol": 88.38,
  "total_charge": 0,
  "orbital_gap_ev": 10.3,
  "smiles": "CO[C@]12C[C@@H]1COCO2",
  "total_energy_ev": -12522.940,
  "homo_energy_ev": -9.32
}


Entry 4:
{
  "formula": "C6H10O3Sm",
  "method": "ωB97M-V with the def2-TZVPD basis set",
  "elements": ["O", "Sm", "O", "C", "O", "C", "H", "H", "C", "C", "H", "H", "H", "C", "C", "H", "H", "H", "H", "H"],
  "coordinates": [[1.399383, 0.509031, -1.082802], [3.593346, -2.687562, -0.180740], [1.526800, -1.175721, 0.340237], [0.957695, -0.161192, -0.066648], [-0.190355, 0.251221, 0.396083], [-0.887303, -0.553244, 1.382183], [-1.513489, 0.177616, 1.905341], [-0.149852, -0.982274, 2.069244], [-1.709740, -1.605965, 0.710534], [-1.551785, -2.909734, 0.933159], [-2.478930, -1.248205, 0.020190], [-2.199057, -3.645534, 0.453300], [-0.770770, -3.283073, 1.599504], [0.568874, 1.631680, -1.588848], [0.707357, 2.905945, -0.790434], [0.969395, 1.758261, -2.599363], [-0.470767, 1.302351, -1.689572], [1.760325, 3.200445, -0.696991], [0.173285, 3.703998, -1.323524], [0.265587, 2.811953, 0.209147]],
  "forces_ev_per_a": [[0.0, 0.9, -0.2], [-0.6, 0.5, 0.1], [1.0, -0.3, 0.0], [-0.7, -1.0, -0.1], [-0.1, 0.4, 0.2], [0.0, -0.2, 0.4], [0.2, -0.2, -0.1], [-0.2, 0.1, -0.1], [-0.1, -0.3, -0.1], [0.0, 0.2, -0.1], [0.2, -0.1, 0.2], [0.2, 0.2, 0.2], [-0.3, 0.1, -0.1], [0.2, 0.0, -0.8], [0.1, 0.0, 0.3], [0.0, 0.0, 0.2], [0.3, -0.1, 0.2], [-0.3, -0.1, 0.0], [0.1, -0.2, 0.1], [0.1, 0.0, -0.3]],
  "e_above_lowest_kcal_mol": 0.00,
  "total_charge": 1,
  "orbital_gap_ev": [6.2, 9.8],
  "s_squared": 15.755,
  "total_energy_ev": -30422.646,
  "multiplicity": 8,
  "homo_energy_ev": [-9.23, -13.30]
}


Entry 5:
{
  "formula": "C6H10O5Tm",
  "method": "ωB97M-V with the def2-TZVPD basis set",
  "elements": ["O", "C", "C", "O", "C", "C", "O", "C", "H", "H", "H", "H", "H", "H", "H", "H", "H", "O", "C", "O", "Tm", "H"],
  "coordinates": [[-3.124530, 2.484798, -0.197920], [-2.243665, 1.705735, -0.380122], [-2.365036, 0.204855, -0.126874], [-1.163741, -0.499730, -0.163508], [-0.537399, -0.670830, 1.085288], [0.719195, -1.492502, 0.942302], [1.631032, -0.946491, -0.027693], [1.685600, -1.662147, -1.271739], [-2.888666, 0.079781, 0.838574], [-3.011459, -0.200686, -0.919844], [-1.212267, -1.191001, 1.787417], [-0.282173, 0.304975, 1.539049], [1.249731, -1.510440, 1.902163], [0.483120, -2.521826, 0.646978], [2.387153, -1.134888, -1.927847], [2.057645, -2.676994, -1.085611], [0.689344, -1.679774, -1.727604], [1.340101, 2.660660, 0.864254], [0.830984, 2.745917, -0.287450], [1.554736, 2.377975, -1.251110], [2.744404, 1.023172, 0.145525], [-0.544107, 2.599442, -0.384233]],
  "forces_ev_per_a": [[1.8, -1.4, -0.7], [-1.7, 1.7, 1.0], [-0.7, -0.4, -0.1], [0.8, -0.2, -0.2], [-0.3, 0.4, 0.3], [-0.7, -0.8, 0.8], [1.0, 1.8, 0.4], [-0.1, -0.6, -0.9], [0.1, 0.1, -0.3], [0.1, 0.2, 0.2], [0.3, 0.1, 0.0], [-0.1, 0.0, 0.0], [-0.2, -0.2, -0.1], [0.2, 0.2, 0.0], [-0.1, -0.1, -0.1], [-0.1, 0.3, -0.1], [0.3, 0.1, 0.1], [1.3, -1.2, 1.4], [-3.9, -1.5, -0.2], [1.5, -1.3, -0.6], [-2.6, 2.0, -1.0], [3.1, 0.9, -0.1]],
  "total_charge": 2,
  "orbital_gap_ev": [4.7, 7.0],
  "s_squared": 3.758,
  "total_energy_ev": -46130.609,
  "multiplicity": 4,
  "homo_energy_ev": [-14.81, -17.86]
}


Entry 6:
{
  "formula": "C6H10OS",
  "method": "ωB97M-V with the def2-TZVPD basis set",
  "elements": ["C", "C", "C", "C", "C", "C", "O", "S", "H", "H", "H", "H", "H", "H", "H", "H", "H", "H"],
  "coordinates": [[0.465345, 0.231717, -0.405564], [-0.895505, 0.312908, -0.839789], [-3.007499, 1.952848, 1.004399], [1.711822, -0.175433, -1.313057], [1.271800, -1.090991, -0.253272], [2.088152, -1.287919, 0.993153], [-3.819604, 0.291222, -0.760331], [-2.849303, 0.464847, 0.314864], [0.747927, 0.988827, 0.319888], [-1.184925, -0.505480, -1.506101], [-3.797863, 2.617494, 0.723189], [-2.419188, 2.160816, 1.876039], [2.574714, 0.451271, -1.156009], [1.487288, -0.404292, -2.342350], [0.730600, -1.975503, -0.572659], [2.890642, -1.999811, 0.798349], [1.470695, -1.681225, 1.798404], [2.534902, -0.351295, 1.320848]],
  "forces_ev_per_a": [[0.2, 0.2, 0.5], [0.3, -0.1, -0.7], [0.2, -1.4, 0.1], [-1.2, -0.1, 0.2], [0.0, 0.0, 0.0], [0.0, 0.0, -0.1], [-0.3, -0.4, -0.5], [0.6, 1.6, 0.5], [0.2, 0.0, 0.0], [-0.1, -0.2, 0.0], [-0.2, 0.2, -0.3], [0.3, 0.0, 0.2], [0.0, 0.1, 0.1], [0.0, -0.1, -0.1], [-0.1, 0.1, -0.1], [0.0, 0.0, 0.0], [0.0, 0.0, 0.1], [0.0, 0.1, 0.0]],
  "e_above_lowest_kcal_mol": 144.68,
  "total_charge": 0,
  "orbital_gap_ev": [6.7, 7.2],
  "total_energy_ev": -19260.756,
  "homo_energy_ev": [-7.71, -7.77]
}


- What is the formula in the second record?
  C6H10O2S2